Formula: C50H99F4N8O9S4
Source: the Open Molecules 2025 dataset
Level of theory: the ωB97M-V functional and the def2-TZVPD basis

Bonds (Å) are listed after each position.
Cartesian coordinates (Å):
1 C 1.6290 1.4376 -0.5040  C2 1.529, H4 1.099, H5 1.097, H6 1.091
2 C 0.2468 1.7787 0.0533  C1 1.529, O3 1.395, H7 1.113, H8 1.105
3 O 0.3063 2.0056 1.4288  C2 1.395
4 H 2.1431 0.7697 0.2010  C1 1.099
5 H 2.2804 2.3133 -0.6128  C1 1.097
6 H 1.6530 0.9755 -1.4916  C1 1.091
7 H -0.4337 0.9227 -0.1561  C2 1.113
8 H -0.1445 2.6222 -0.5439  C2 1.105
9 C 2.8384 1.0787 3.4724  N10 1.475, H23 1.093, H24 1.084, H25 1.096
10 N 2.4122 -0.3311 3.5519  C9 1.475, C11 1.352, C15 1.331
11 C 2.9621 -1.1798 4.4497  N10 1.352, C12 1.368, H26 1.080
12 C 2.5640 -2.4870 4.5050  C11 1.368, C13 1.398, H27 1.079
13 C 1.5723 -2.9829 3.6538  C12 1.398, C14 1.394, C16 1.494
14 C 1.0871 -2.0845 2.7043  C13 1.394, C15 1.376, H28 1.078
15 C 1.5556 -0.7916 2.6436  N10 1.331, C14 1.376, H29 1.099
16 C 1.0040 -4.3554 3.8161  C13 1.494, C17 1.398, C21 1.390
17 C 1.6363 -5.2859 4.6453  C16 1.398, C18 1.375, H30 1.078
18 C 1.1833 -6.5821 4.7091  C17 1.375, N19 1.339, H31 1.081
19 N 0.0705 -6.9386 4.0552  C18 1.339, C20 1.339, C22 1.486
20 C -0.5824 -6.0660 3.2765  N19 1.339, C21 1.377, H32 1.080
21 C -0.1614 -4.7593 3.1741  C16 1.390, C20 1.377, H33 1.082
22 C -0.4688 -8.3159 4.2020  N19 1.486, H34 1.085, H35 1.087, H36 1.087
23 H 3.5662 1.1773 2.6624  C9 1.093
24 H 3.3399 1.3789 4.3853  C9 1.084
25 H 1.9678 1.6448 3.1221  C9 1.096
26 H 3.6900 -0.7230 5.1043  C11 1.080
27 H 3.0308 -3.1083 5.2542  C12 1.079
28 H 0.4554 -2.3570 1.8744  C14 1.078
29 H 1.2286 -0.0563 1.8949  C15 1.099
30 H 2.5035 -5.0135 5.2242  C17 1.078
31 H 1.6735 -7.3204 5.3276  C18 1.081
32 H -1.4319 -6.4350 2.7211  C20 1.080
33 H -0.7010 -4.1342 2.4750  C21 1.082
34 H -0.3889 -8.6367 5.2354  C22 1.085
35 H 0.0327 -8.9562 3.4815  C22 1.087
36 H -1.5307 -8.2956 3.9707  C22 1.087
37 C -4.4758 -4.2305 -1.1044  C38 1.533, H47 1.090, H48 1.091, H49 1.090
38 C -4.7628 -3.1569 -2.1603  C37 1.533, C39 1.526, H50 1.093, H51 1.088
39 C -3.4689 -2.8310 -2.9010  C38 1.526, N40 1.505, H52 1.091, H53 1.090
40 N -3.4405 -1.4683 -3.5382  C39 1.505, C41 1.520, C45 1.500, C46 1.502
41 C -4.7098 -1.1897 -4.3276  N40 1.520, C42 1.507, H54 1.091, H55 1.093
42 C -4.7658 0.1560 -5.0041  C41 1.507, C43 1.522, H56 1.092, H57 1.092
43 C -4.6467 1.2429 -3.9447  C42 1.522, C44 1.545, H58 1.100, H59 1.087
44 C -3.3895 1.0217 -3.0748  C43 1.545, C45 1.507, H60 1.086, H61 1.093
45 C -3.3447 -0.3765 -2.5143  N40 1.500, C44 1.507, H62 1.092, H63 1.096
46 C -2.2722 -1.4296 -4.4811  N40 1.502, H64 1.088, H65 1.087, H66 1.084
47 H -5.3823 -4.5351 -0.5806  C37 1.090
48 H -3.7477 -3.7972 -0.4172  C37 1.091
49 H -4.0993 -5.1560 -1.5391  C37 1.090
50 H -5.0768 -2.2606 -1.6201  C38 1.093
51 H -5.5766 -3.4802 -2.8055  C38 1.088
52 H -3.3112 -3.5744 -3.6841  C39 1.091
53 H -2.5851 -2.8701 -2.2643  C39 1.090
54 H -5.5102 -1.2768 -3.5913  C41 1.091
55 H -4.8530 -2.0630 -4.9686  C41 1.093
56 H -5.7436 0.1772 -5.4893  C42 1.092
57 H -4.0309 0.2833 -5.8015  C42 1.092
58 H -5.5138 1.1486 -3.2742  C43 1.100
59 H -4.6763 2.2366 -4.3840  C43 1.087
60 H -3.3811 1.8205 -2.3394  C44 1.086
61 H -2.6135 1.1811 -3.8280  C44 1.093
62 H -4.1546 -0.5462 -1.8013  C45 1.092
63 H -2.4421 -0.5290 -1.9118  C45 1.096
64 H -2.5570 -1.9616 -5.3866  C46 1.088
65 H -1.4368 -1.8949 -3.9637  C46 1.087
66 H -2.0631 -0.4129 -4.7948  C46 1.084
67 C -1.1112 -1.5256 6.3125  C68 1.536, H77 1.088, H78 1.089, H79 1.094
68 C -1.2731 -0.5094 5.1716  C67 1.536, C69 1.519, H80 1.088, H81 1.092
69 C -2.7104 -0.3827 4.6959  C68 1.519, N70 1.512, H82 1.089, H83 1.087
70 N -2.8014 0.3973 3.4043  C69 1.512, C71 1.496, C75 1.520, C76 1.494
71 C -2.2038 -0.2486 2.1945  N70 1.496, C72 1.517, H84 1.090, H85 1.091
72 C -2.8687 -1.5688 1.8553  C71 1.517, C73 1.525, H86 1.098, H87 1.091
73 C -4.3820 -1.4355 1.7197  C72 1.525, C74 1.521, H88 1.092, H89 1.095
74 C -5.0221 -0.5719 2.7955  C73 1.521, C75 1.520, H90 1.096, H91 1.089
75 C -4.2624 0.7044 3.1206  N70 1.520, C74 1.520, H92 1.087, H93 1.089
76 C -2.1546 1.7289 3.6080  N70 1.494, H94 1.085, H95 1.085, H96 1.089
77 H -1.3692 -1.0437 7.2533  C67 1.088
78 H -0.1224 -1.9632 6.4386  C67 1.089
79 H -1.8023 -2.3519 6.1214  C67 1.094
80 H -0.6137 -0.6890 4.3250  C68 1.088
81 H -1.0042 0.4560 5.6050  C68 1.092
82 H -3.3515 0.1404 5.4037  C69 1.089
83 H -3.1283 -1.3741 4.5423  C69 1.087
84 H -1.1604 -0.4247 2.4540  C71 1.090
85 H -2.1269 0.4656 1.3732  C71 1.091
86 H -2.5893 -2.2562 2.6648  C72 1.098
87 H -2.4119 -2.0122 0.9696  C72 1.091
88 H -4.8286 -2.4315 1.7238  C73 1.092
89 H -4.6187 -1.0407 0.7260  C73 1.095
90 H -5.0825 -1.1179 3.7439  C74 1.096
91 H -6.0733 -0.3876 2.5762  C74 1.089
92 H -4.6850 1.1648 4.0099  C75 1.087
93 H -4.2587 1.4008 2.2829  C75 1.089
94 H -2.2106 2.3219 2.7015  C76 1.085
95 H -1.1013 1.5790 3.8226  C76 1.085
96 H -2.6047 2.2044 4.4780  C76 1.089
97 C 5.9186 0.2870 -0.6126  C98 1.525, H107 1.088, H108 1.089, H109 1.097
98 C 5.6073 -0.5783 -1.8297  C97 1.525, C99 1.518, H110 1.091, H111 1.089
99 C 4.1579 -0.3726 -2.2324  C98 1.518, N100 1.502, H112 1.092, H113 1.091
100 N 3.7532 -0.7633 -3.6253  C99 1.502, C101 1.503, C105 1.513, C106 1.493
101 C 3.8762 -2.2447 -3.8459  N100 1.503, C102 1.501, H114 1.093, H115 1.092
102 C 3.3970 -2.7284 -5.1842  C101 1.501, C103 1.529, H116 1.089, H117 1.095
103 C 1.9987 -2.2263 -5.5458  C102 1.529, C104 1.525, H118 1.095, H119 1.087
104 C 1.7514 -0.7667 -5.1807  C103 1.525, C105 1.527, H120 1.093, H121 1.092
105 C 2.3363 -0.2845 -3.8547  N100 1.513, C104 1.527, H122 1.088, H123 1.082
106 C 4.6643 -0.0944 -4.6010  N100 1.493, H124 1.083, H125 1.090, H126 1.086
107 H 5.8957 1.3531 -0.8301  C97 1.088
108 H 6.8818 0.0189 -0.1820  C97 1.089
109 H 5.1755 0.0740 0.1655  C97 1.097
110 H 5.8334 -1.6288 -1.6433  C98 1.091
111 H 6.2717 -0.2740 -2.6377  C98 1.089
112 H 3.9295 0.6940 -2.1913  C99 1.092
113 H 3.4902 -0.9100 -1.5575  C99 1.091
114 H 3.4055 -2.7431 -2.9940  C101 1.093
115 H 4.9331 -2.4904 -3.7239  C101 1.092
116 H 3.4184 -3.8131 -5.2733  C102 1.089
117 H 4.0844 -2.3736 -5.9597  C102 1.095
118 H 1.3282 -2.8618 -4.9586  C103 1.095
119 H 1.7875 -2.3837 -6.6004  C103 1.087
120 H 0.6658 -0.7037 -5.0731  C104 1.093
121 H 1.9423 -0.0328 -5.9661  C104 1.092
122 H 1.7677 -0.8716 -3.1371  C105 1.088
123 H 2.2651 0.7874 -3.7228  C105 1.082
124 H 5.6757 -0.4780 -4.5557  C106 1.083
125 H 4.6456 0.9808 -4.4265  C106 1.090
126 H 4.2969 -0.2547 -5.6102  C106 1.086
127 C -1.6765 6.1661 -0.5106  C128 1.524, H137 1.087, H138 1.091, H139 1.092
128 C -0.6213 6.4678 0.5464  C127 1.524, C129 1.506, H140 1.096, H141 1.095
129 C 0.5136 5.4798 0.4830  C128 1.506, N130 1.554, H142 1.089, H143 1.098
130 N 1.7614 5.7998 1.3520  C129 1.554, C131 1.477, C135 1.497, C136 1.505
131 C 1.3565 6.0051 2.7571  N130 1.477, C132 1.531, H144 1.093, H145 1.084
132 C 2.5392 5.9665 3.7281  C131 1.531, C133 1.524, H146 1.091, H147 1.095
133 C 3.4871 4.7970 3.4889  C132 1.524, C134 1.520, H148 1.097, H149 1.089
134 C 3.8989 4.7769 2.0262  C133 1.520, C135 1.506, H150 1.093, H151 1.092
135 C 2.7003 4.6570 1.1223  N130 1.497, C134 1.506, H152 1.098, H153 1.088
136 C 2.3588 7.0543 0.7735  N130 1.505, H154 1.086, H155 1.084, H156 1.082
137 H -2.3995 6.9758 -0.5614  C127 1.087
138 H -2.1722 5.2159 -0.3084  C127 1.091
139 H -1.2313 6.0511 -1.5009  C127 1.092
140 H -1.0903 6.5224 1.5356  C128 1.096
141 H -0.2910 7.5099 0.4774  C128 1.095
142 H 0.9040 5.2949 -0.5166  C129 1.089
143 H 0.2146 4.5253 0.9348  C129 1.098
144 H 0.7346 5.1565 3.0546  C131 1.093
145 H 0.8001 6.9308 2.8552  C131 1.084
146 H 2.1575 5.9448 4.7499  C132 1.091
147 H 3.1251 6.8895 3.6702  C132 1.095
148 H 3.0015 3.8429 3.7264  C133 1.097
149 H 4.3819 4.8420 4.1087  C133 1.089
150 H 4.5997 3.9581 1.8437  C134 1.093
151 H 4.4824 5.6677 1.7844  C134 1.092
152 H 2.0787 3.7752 1.3268  C135 1.098
153 H 3.0204 4.6536 0.0829  C135 1.088
154 H 2.6131 6.8511 -0.2631  C136 1.086
155 H 3.2551 7.2994 1.3311  C136 1.084
156 H 1.6283 7.8509 0.8253  C136 1.082
157 N -0.5080 -3.3945 -0.1364  S158 1.549, S162 1.635
158 S -0.6022 -4.8520 -0.6520  N157 1.549, O159 1.425, O160 1.421, F161 1.628, S162 2.493
159 O 0.5731 -5.6370 -0.4707  S158 1.425
160 O -1.3711 -5.0713 -1.8267  S158 1.421
161 F -1.5850 -5.4726 0.4886  S158 1.628
162 S 0.6765 -2.7517 -1.0616  N157 1.635, S158 2.493, O163 1.417, O164 1.426, F165 1.588
163 O 0.8126 -3.1894 -2.4024  S162 1.417
164 O 1.8460 -2.4019 -0.3238  S162 1.426
165 F -0.0389 -1.3422 -1.2163  S162 1.588
166 N 0.4012 3.9297 -5.2192  S167 1.589, S171 1.651
167 S -0.5203 2.9985 -6.1193  N166 1.589, O168 1.438, O169 1.431, F170 1.575, S171 2.448
168 O -1.9067 3.0799 -5.7453  S167 1.438
169 O 0.0038 1.7152 -6.4741  S167 1.431
170 F -0.4877 3.8003 -7.4742  S167 1.575
171 S 0.0256 3.2784 -3.7496  N166 1.651, S167 2.448, O172 1.424, O173 1.419, F174 1.609
172 O 0.3282 1.8957 -3.5958  S171 1.424
173 O -1.0708 3.8344 -3.0411  S171 1.419
174 F 1.3138 3.9714 -3.0783  S171 1.609

Results
strongest force on any atom	4.6	eV/Å
charge	+3
2S+1	1
ΔE to the lowest compared entry with this formula, charge and spin	0.0	kcal per mole
highest occupied orbital energy	-13.06	eV